# 1
The following is a quantum chemistry calculation of an isolated molecule of C4H5F2N3, from the Open Molecules 2025 dataset.

The value obtained for the highest occupied orbital energy is -0.3638 hartree. The net charge is 0. For the gap between HOMO and LUMO, the calculation gives 10.50 eV. For the maximum force, the calculation gives 6.80 eV Å⁻¹. The value obtained for the LUMO energy is 0.0220 Ha. The SMILES is CCn1nnc(F)c1F. The value obtained for the energy is -14130.921 eV. The energy relative to the best compared isomer or geometry (same formula, charge and spin) comes out at 3.672 eV.

Last columns: bonded neighbours and bond lengths (Å).
Positions of all 14 atoms, in Å:
1 C 0.773 -0.008 -1.990  C2 1.504, H10 1.146, H11 1.063, H12 1.110
2 C 1.050 -0.043 -0.512  C1 1.504, N3 1.445, H13 1.163, H14 1.047
3 N -0.050 0.354 0.337  C2 1.445, N4 1.318, C8 1.663
4 N -0.517 1.538 0.680  N3 1.318, N5 1.300
5 N -1.418 1.461 1.615  N4 1.300, C6 1.418
6 C -1.603 0.111 2.007  N5 1.418, F7 1.313, C8 1.343
7 F -2.364 -0.147 3.046  C6 1.313
8 C -0.827 -0.741 1.317  N3 1.663, C6 1.343, F9 1.321
9 F -0.531 -2.009 1.095  C8 1.321
10 H 1.783 -0.272 -2.462  C1 1.146
11 H 0.373 0.941 -2.255  C1 1.063
12 H 0.158 -0.862 -2.342  C1 1.110
13 H 1.875 0.720 -0.213  C2 1.163
14 H 1.299 -1.042 -0.323  C2 1.047

---

# 2
The following is a quantum chemistry calculation of the ion C10H18NO with charge -1, from the Open Molecules 2025 dataset.

The value obtained for the highest occupied orbital energy (spin up / spin down) is -0.0566 / -0.0566 hartree. The net charge is -1. For the gap between HOMO and LUMO (spin up / spin down), the calculation gives 4.93 / 4.93 eV. For the maximum force, the calculation gives 3.19 eV Å⁻¹. The value obtained for the LUMO energy (spin up / spin down) is 0.1246 / 0.1246 Ha. The value obtained for the energy is -14194.642 eV. The energy relative to the best compared isomer or geometry (same formula, charge and spin) comes out at 1.423 eV.

Last columns: bonded neighbours and bond lengths (Å).
Positions of all 30 atoms, in Å:
1 C 0.997 -1.209 0.956  C2 1.525, C4 1.500, H13 1.167, H14 1.175
2 C -0.262 -1.966 0.546  C1 1.525, C5 1.503, H15 1.122, H16 1.197
3 C -0.446 0.771 1.300  C4 1.610, C6 1.494, H17 1.096, H18 1.102
4 C 1.025 0.288 0.860  C1 1.500, C3 1.610, C7 1.448, H19 1.138
5 C -1.090 -1.156 -0.411  C2 1.503, C6 1.525, C8 1.503, H20 1.144
6 C -1.246 0.254 0.148  C3 1.494, C5 1.525, N11 1.291
7 C 1.266 0.848 -0.453  C4 1.448, C9 1.598, C10 1.471
8 C -2.341 -1.862 -0.854  C5 1.503, H21 1.080, H22 1.118, H23 1.118
9 C 1.063 2.432 -0.403  C7 1.598, H24 1.083, H25 1.053, H26 1.078
10 C 2.631 0.554 -0.918  C7 1.471, H27 1.220, H28 1.068, H29 1.076
11 N -2.221 0.977 -0.292  C6 1.291, O12 1.342, H30 0.969
12 O -2.689 2.161 0.133  N11 1.342
13 H 1.189 -1.371 2.096  C1 1.167
14 H 1.929 -1.514 0.308  C1 1.175
15 H -0.178 -3.016 0.161  C2 1.122
16 H -0.971 -2.175 1.487  C2 1.197
17 H -0.737 0.349 2.269  C3 1.096
18 H -0.540 1.858 1.451  C3 1.102
19 H 1.769 0.503 1.694  C4 1.138
20 H -0.511 -1.108 -1.397  C5 1.144
21 H -2.067 -2.907 -0.854  C8 1.080
22 H -2.721 -1.790 -1.902  C8 1.118
23 H -3.323 -1.550 -0.420  C8 1.118
24 H 1.465 2.796 -1.341  C9 1.083
25 H 1.608 2.853 0.394  C9 1.053
26 H 0.058 2.819 -0.441  C9 1.078
27 H 3.557 1.103 -0.346  C10 1.220
28 H 2.766 0.781 -1.952  C10 1.068
29 H 2.934 -0.478 -0.886  C10 1.076
30 H -2.913 0.754 -0.932  N11 0.969

---

# 3
The following is a quantum chemistry calculation of an isolated molecule of C6H9N, from the Open Molecules 2025 dataset.

The value obtained for the highest occupied orbital energy is -0.2749 hartree. The net charge is 0. For the gap between HOMO and LUMO, the calculation gives 8.32 eV. For the maximum force, the calculation gives 0.58 eV Å⁻¹. The value obtained for the LUMO energy is 0.0307 Ha. The value obtained for the energy is -7852.900 eV. The energy relative to the best compared isomer or geometry (same formula, charge and spin) comes out at 5.260 eV.

Last columns: bonded neighbours and bond lengths (Å).
Positions of all 16 atoms, in Å:
1 C -1.894 0.263 2.923  C2 1.465, H8 1.094, H9 1.094, H10 1.093
2 C -0.849 0.341 1.899  C1 1.465, C3 1.206
3 C 0.006 0.411 1.052  C2 1.206, C4 1.470
4 C 1.006 0.423 -0.026  C3 1.470, C5 1.520, H11 1.099, H12 1.098
5 C 0.772 -0.787 -0.915  C4 1.520, C6 1.479, N7 1.471, H13 1.093
6 C -0.331 -0.967 -1.885  C5 1.479, N7 1.641, H14 1.114
7 N 1.239 -0.749 -2.310  C5 1.471, C6 1.641, H15 1.003, H16 1.010
8 H -2.069 -0.773 3.224  C1 1.094
9 H -2.838 0.665 2.544  C1 1.094
10 H -1.615 0.833 3.814  C1 1.093
11 H 2.018 0.413 0.400  C4 1.099
12 H 0.905 1.347 -0.612  C4 1.098
13 H 1.136 -1.706 -0.449  C5 1.093
14 H -0.688 0.070 -2.076  C6 1.114
15 H 1.310 0.090 -2.856  N7 1.003
16 H 1.756 -1.538 -2.669  N7 1.010